# 1
DFT (ωB97M-V/def2-TZVPD) results for a 3-piece molecular cluster, C20H41F3N2O7S2Si overall.

Each line ends with the Mulliken charge.
CARTESIAN COORDINATES (ANGSTROEM)
H 2.36 -3.74 2.89  0.3397
H 3.92 -2.93 -3.90  0.2839
F 5.89 2.54 5.89  -0.2793
C 0.97 1.90 -1.12  -0.5978
C -2.52 3.68 -1.65  -1.3691
F 5.00 4.10 4.70  -0.2582
H -6.25 1.43 -4.11  0.2868
N 2.43 -2.78 1.03  -0.2368
H 1.55 1.02 1.91  -0.0715
H -3.43 4.10 -2.10  0.4237
H 0.36 1.05 -0.79  0.3021
H -3.29 0.76 0.78  0.4563
H -3.13 2.00 2.04  0.3653
H -7.50 -0.61 0.07  0.2890
C 2.14 -3.96 1.84  -1.0576
C 4.89 0.88 2.57  -0.6353
H 5.84 0.57 3.03  0.3694
H -0.94 -0.04 1.39  0.0500
C 2.24 -4.94 -3.91  0.8152
S -0.83 3.66 2.34  -0.1460
C -7.71 1.03 -1.97  0.8494
H 3.50 -0.53 3.53  0.3848
H -8.20 0.93 0.61  0.2879
C 3.89 -0.29 2.53  -0.5136
C 0.20 -6.03 -4.12  -0.6158
H 0.74 -1.60 0.47  0.4395
C -1.64 0.41 2.10  -0.8860
H 5.28 -4.00 -4.32  0.2103
H -9.25 -0.49 0.40  0.2087
H 2.77 -4.79 1.52  0.3412
H -3.28 3.73 0.37  0.3566
O -6.65 1.35 -1.49  -0.5622
O -8.12 1.29 -3.21  -0.3213
H -1.06 0.92 2.87  0.2514
H -1.82 4.51 -1.50  0.3570
H 2.89 2.55 -0.39  0.4222
H 4.32 0.95 4.96  0.3432
C 3.00 0.39 -0.37  -0.8361
H 4.43 -1.18 2.19  0.4594
O -8.68 0.38 -1.33  -0.3271
H -7.64 2.14 -4.97  0.2055
H 0.74 2.06 -2.18  0.5312
S 0.41 3.44 -0.30  -0.2981
O 1.55 -5.87 -4.58  -0.3227
H -0.22 -6.80 -4.75  0.2122
H 2.32 -3.06 0.06  0.1878
C 4.33 -3.93 -3.80  -0.6075
H -2.22 -0.39 2.57  0.4787
H 0.91 -1.87 2.20  0.5075
H -6.95 2.97 -3.56  0.2841
H 5.12 1.19 1.55  0.2761
H 2.93 1.80 -1.99  0.3818
H 2.94 2.07 4.66  0.3139
H 2.73 -0.45 -1.03  0.4065
C -7.17 2.00 -4.00  -0.6015
C 1.48 -1.67 1.29  -0.8239
C -2.92 2.99 -0.35  -0.2748
H -0.35 -5.10 -4.23  0.2904
C 4.72 2.99 5.38  0.7929
F 3.96 3.34 6.42  -0.2817
O 1.83 -4.27 -3.00  -0.5450
C -0.84 2.99 0.86  0.0101
C 2.50 1.71 -0.98  -0.9535
Si 2.43 -0.04 1.37  -0.0491
C 4.02 1.92 4.54  -0.5440
H 4.10 0.43 -0.38  0.5628
H -3.73 2.29 -0.56  0.3520
H -2.09 2.97 -2.36  0.2566
C -2.56 1.36 1.35  -0.6914
H 0.19 -6.34 -3.08  0.2927
N -1.86 2.17 0.33  0.1573
O 4.39 2.05 3.19  -0.3833
O 3.47 -4.89 -4.43  -0.3084
C -8.38 0.04 0.02  -0.6118
H 1.08 -4.28 1.77  0.3316
H 4.47 -4.17 -2.75  0.2854

Results
Charge: 0
SMILES: CCN(CC)C(=S)SCCC[Si@H](CCOCC(F)(F)F)CNC.COC(=O)OC.COC(=O)OC
Frontier orbital gap, eV: 8.32


# 2
DFT (ωB97M-V/def2-TZVPD) results for one molecule with the formula C5H14N2 at a distorted geometry.

Each line ends with the natural charge from an NBO analysis.
CARTESIAN COORDINATES (ANGSTROEM)
C -2.65 0.79 -1.25  -0.6173
N 0.80 0.61 0.37  -0.6461
N 2.70 -0.81 1.04  -0.8773
H -0.13 -1.96 0.61  0.2032
H 1.88 -0.78 -0.84  0.1578
H -0.92 1.99 -0.67  0.2122
H 3.02 -1.69 0.67  0.3672
H -1.52 -1.17 1.36  0.2034
H -1.61 -1.71 -0.38  0.2080
H 2.68 0.75 -0.50  0.1695
H 0.98 0.69 1.34  0.3626
C -0.99 -1.31 0.42  -0.6328
H 2.23 -0.91 1.91  0.3696
H -2.49 1.25 -2.23  0.2060
H -0.20 -0.34 -1.22  0.1824
C -0.36 0.00 -0.20  -0.0280
C 2.09 -0.06 -0.04  -0.0364
C -1.45 1.11 -0.32  -0.4037
H -1.90 1.41 0.64  0.1928
H -2.69 -0.28 -1.47  0.1958
H -3.62 1.09 -0.86  0.2112

Results
Charge: 0
Energy relative to the best compared isomer or geometry (same formula, charge and spin), kJ/mol: 144.2
SMILES: CC[C@H](C)NCN
Frontier orbital gap, eV: 9.87


# 3
DFT (ωB97M-V/def2-TZVPD) results for a 2-piece molecular cluster, C4H14N3 overall at a distorted geometry.

Each line ends with the natural charge from an NBO analysis.
CARTESIAN COORDINATES (ANGSTROEM)
C -1.21 -0.04 0.00  0.5559
H 1.62 -1.73 0.67  0.4314
C 1.73 1.11 -0.59  -0.4730
H -1.37 -1.38 -1.59  0.2540
H 3.05 -0.82 0.38  0.4210
H -1.62 -0.41 1.90  0.2366
C -1.25 -1.01 1.03  -0.7092
H 1.98 -0.32 1.48  0.3833
H -0.95 0.29 -1.80  0.2547
N 2.07 -0.85 0.65  -0.5437
H 1.58 1.52 -1.65  0.2301
H -1.29 1.94 -0.33  0.4125
H -0.47 -1.70 1.19  0.2506
H -1.18 1.48 1.33  0.4092
H 1.02 1.74 0.03  0.1368
N 1.35 -0.26 -0.48  -0.5482
C -1.65 -0.36 -1.35  -0.7257
N -1.35 1.30 0.37  -0.7124
H 2.77 1.33 -0.29  0.1874
H -2.08 -1.63 0.66  0.2673
H -2.74 -0.22 -1.60  0.2813

Results
Charge: +1
Energy relative to the best compared isomer or geometry (same formula, charge and spin), kJ/mol: 475.2
Frontier orbital gap, eV: 7.75


# 4
DFT (ωB97M-V/def2-TZVPD) results for a 2-piece molecular cluster, C4H8O overall.

Each line ends with the natural charge from an NBO analysis.
CARTESIAN COORDINATES (ANGSTROEM)
H 2.56 -0.98 -0.89  0.1742
H 2.56 0.38 -2.11  0.1747
H -2.10 -0.50 2.49  0.2253
C 1.37 0.85 -0.22  -0.3271
C -1.79 -0.35 1.46  -0.8751
O -0.54 -0.27 -1.48  -0.6433
H -2.32 0.52 1.06  0.2038
C 0.63 0.14 -1.01  0.3296
H 1.53 1.56 0.57  0.2271
C 2.08 -0.06 -1.23  -0.4254
H -2.03 -1.24 0.88  0.2192
H -0.71 -0.18 1.43  0.2239
H -1.24 0.14 -0.95  0.4930

Results
Charge: 0
Energy relative to the best compared isomer or geometry (same formula, charge and spin), kJ/mol: 280.0
SMILES: OC1=CC1.C
Frontier orbital gap, eV: 9.58


# 5
DFT (ωB97M-V/def2-TZVPD) results for one molecule with the formula C5H8O2.

Each line ends with the natural charge from an NBO analysis.
CARTESIAN COORDINATES (ANGSTROEM)
C -0.58 0.16 -0.25  0.1100
H -0.84 -0.91 -2.10  0.2365
H -0.75 1.12 1.68  0.2255
O 1.27 -0.17 -0.96  -0.7335
H 1.56 -2.00 0.00  0.1840
H -0.97 0.85 -2.23  0.2386
C 0.06 -0.70 0.72  0.5193
H 2.23 -0.61 0.88  0.1610
H 0.06 -1.63 2.36  0.4956
H -0.41 2.25 0.25  0.2229
H -2.30 -0.07 -1.49  0.2149
C -1.21 -0.02 -1.60  -0.6387
C -0.60 1.24 0.61  -0.4748
C 1.43 -0.91 0.17  -0.1444
O -0.58 -1.28 1.72  -0.6169

Results
Charge: 0
Energy relative to the best compared isomer or geometry (same formula, charge and spin), kJ/mol: 491.3
Frontier orbital gap (spin up / spin down), eV: 8.43 / 8.43